Record 1
Below is a molecular structure, C38H86BMgN3O31 in a non-equilibrium geometry, with properties calculated with ωB97M-V/def2-TZVPD.

energy: -114852.2275 eV
LUMO: -0.025 Ha
Kohn-Sham gap: 8.26 eV
HOMO level: -8.936 eV
charge: 0

```
160
Properties=species:S:1:pos:R:3:forces:R:3:mulliken_charge:R:1
Mg -0.535 5.126 1.259 1.55 -1.39 0.53 0.83
O -0.803 3.186 1.389 1.06 -3.11 -0.50 -1.11
C -0.345 2.058 1.122 -0.42 1.80 -0.87 0.50
O -0.058 1.619 -0.102 -1.22 1.26 1.45 0.05
B 0.432 0.234 -0.015 0.93 -0.42 0.06 1.33
O 0.342 -0.070 1.432 0.85 -2.38 -1.56 -0.78
C -0.062 0.909 2.115 -1.41 1.61 1.51 0.48
O -0.306 0.931 3.294 0.11 0.34 -0.25 -0.44
O 1.809 0.240 -0.471 0.12 -0.49 -1.39 -1.06
C 1.886 -0.399 -1.677 2.32 0.24 1.04 0.47
O 2.905 -0.508 -2.326 -2.00 0.22 0.61 -0.64
C 0.528 -1.052 -1.870 -1.10 -3.60 -4.10 -0.01
O -0.271 -0.736 -0.899 -0.26 1.01 1.05 0.02
O 0.234 -1.855 -2.801 1.09 3.00 3.01 -0.39
N 2.296 4.521 2.441 3.55 0.25 0.73 0.71
O 1.265 5.113 2.148 -2.96 2.43 -0.34 -0.64
O 2.499 3.450 1.946 -0.08 -3.38 -1.32 -0.52
O 3.169 5.043 3.131 -0.64 0.75 0.55 -0.76
C -2.169 0.236 5.824 0.38 0.66 1.61 -0.04
N -2.753 1.618 5.689 0.01 0.75 -0.30 1.02
O -2.248 2.638 6.175 -0.04 -1.84 -0.15 -0.57
O -3.738 1.649 4.995 -0.74 0.21 -0.47 -0.57
H -2.931 -0.470 6.153 -0.37 0.34 -0.52 0.36
H -1.519 0.335 6.694 0.69 -0.23 -0.54 -0.07
H -1.723 -0.031 4.866 0.18 0.15 0.33 -0.11
C 0.631 1.504 -4.549 0.22 -0.24 0.11 -0.76
N -0.257 2.328 -5.427 -0.27 -0.35 -0.84 1.03
O 0.170 2.675 -6.535 -0.68 -0.33 1.88 -0.55
O -1.383 2.535 -4.989 0.71 0.36 -0.46 -0.57
H 0.050 0.807 -3.946 -0.37 0.09 -0.45 0.05
H 1.103 2.165 -3.821 0.32 0.15 -0.41 0.38
H 1.317 0.956 -5.195 0.15 0.35 0.25 0.42
C 2.572 -0.119 -10.668 -0.64 -0.51 0.44 -0.73
O 1.688 -0.397 -9.593 0.08 -0.60 0.67 -0.23
C 1.106 -1.723 -9.600 -0.29 1.13 1.40 -0.62
C 0.268 -1.895 -8.247 1.17 -0.01 -1.58 -0.53
O 1.153 -2.137 -7.141 -0.51 0.78 -1.20 -0.36
C 0.508 -1.937 -5.913 0.26 -0.07 0.43 -0.59
H 2.824 0.941 -10.633 -0.08 -0.10 0.02 0.21
H 2.054 -0.360 -11.596 0.17 0.10 -0.40 0.29
H 3.479 -0.718 -10.586 0.17 -0.05 -0.08 0.30
H 1.831 -2.536 -9.644 0.42 0.12 0.04 0.33
H 0.522 -1.740 -10.520 -0.63 -0.49 0.17 0.43
H -0.426 -2.728 -8.358 0.01 -0.34 -0.06 0.38
H -0.360 -1.011 -8.140 0.24 0.34 0.37 0.31
H 0.118 -0.932 -5.752 -0.22 0.29 -0.51 0.17
H 1.248 -2.043 -5.119 -0.10 -0.48 -0.06 0.22
H -0.325 -2.633 -5.810 -0.06 -0.18 0.33 0.45
C 1.735 2.268 5.459 -0.54 -0.99 0.46 0.22
O 2.200 2.760 6.674 1.52 0.97 1.64 -0.46
C 2.654 1.785 7.655 -1.90 0.34 -0.63 -0.55
C 1.442 1.308 8.536 1.15 0.81 -0.83 -0.17
O 0.847 2.434 9.168 0.61 -0.25 -0.66 -0.31
C -0.348 2.130 9.811 -0.27 0.28 0.81 -0.71
H 2.484 1.666 4.944 0.06 -0.26 -0.07 0.27
H 1.416 3.046 4.765 0.16 0.36 0.41 -0.24
H 0.856 1.690 5.744 -0.30 -0.53 -0.85 0.05
H 3.413 2.197 8.322 -0.06 0.49 -0.34 0.35
H 3.090 0.954 7.101 0.03 -0.35 0.20 0.28
H 1.832 0.613 9.279 -0.08 -0.24 0.20 0.43
H 0.756 0.782 7.873 -0.42 -0.03 0.07 0.01
H -0.621 2.961 10.461 0.20 0.21 -0.06 0.28
H -0.218 1.279 10.480 -0.20 -0.40 -0.06 0.36
H -1.200 2.006 9.144 0.03 -0.37 -0.35 0.19
C 5.401 -2.932 0.683 -0.83 0.53 0.30 -0.77
O 5.227 -1.859 1.592 2.14 -1.44 0.80 -0.47
C 4.104 -1.070 1.463 0.36 -0.74 -0.57 -0.21
C 4.095 -0.099 2.591 -0.88 -0.83 1.19 -0.06
O 4.065 -0.820 3.888 -0.10 0.64 -0.66 -0.42
C 2.800 -1.383 4.300 0.71 0.90 -0.54 -0.38
H 5.340 -2.550 -0.336 0.57 -0.08 -0.31 0.30
H 4.607 -3.677 0.742 -0.44 -0.07 0.28 0.30
H 6.313 -3.467 0.948 0.16 0.43 -0.30 0.30
H 3.259 -1.757 1.521 -0.74 0.34 -0.41 0.14
H 4.250 -0.572 0.504 -1.02 0.40 -0.28 0.49
H 3.221 0.542 2.480 -0.22 0.15 0.23 -0.08
H 4.970 0.545 2.502 0.15 -0.25 0.69 0.33
H 2.029 -0.626 4.155 -0.36 -0.13 -0.11 -0.07
H 2.835 -1.617 5.364 0.39 0.17 0.03 0.30
H 2.545 -2.316 3.797 0.03 0.03 -0.36 0.31
C -3.604 -1.233 2.786 -1.06 0.01 -0.12 -0.64
O -3.871 -1.797 1.518 -0.68 -0.91 0.74 -0.45
C -3.215 -1.196 0.438 0.31 -0.61 0.84 0.23
C -3.466 -1.976 -0.853 -0.99 1.56 -0.93 0.11
O -4.824 -1.890 -1.356 -0.72 -1.51 0.97 -0.57
C -5.755 -2.809 -0.711 0.07 0.83 0.27 -0.68
H -2.875 -1.740 3.418 0.52 -0.32 -0.49 0.29
H -4.551 -1.339 3.315 0.00 0.34 0.24 0.35
H -3.344 -0.178 2.707 0.01 0.19 0.05 0.19
H -2.179 -1.185 0.776 0.62 0.01 -0.96 0.11
H -3.540 -0.157 0.402 -0.19 0.28 -0.62 0.21
H -3.132 -3.013 -0.894 0.24 0.05 0.35 0.23
H -3.033 -1.363 -1.643 0.99 -0.38 0.07 -0.16
H -6.662 -2.969 -1.295 0.21 0.48 -0.51 0.33
H -6.066 -2.364 0.234 0.03 -0.16 0.15 0.29
H -5.385 -3.815 -0.516 0.67 0.10 -0.05 0.20
C 2.422 -9.097 -0.136 0.31 0.27 0.03 -0.78
O 2.054 -8.238 -1.206 0.59 0.26 -0.30 -0.26
C 3.190 -7.763 -1.957 -0.55 0.23 -0.32 -0.61
C 2.827 -6.707 -3.040 -0.11 0.80 0.62 -0.58
O 2.756 -5.401 -2.452 -0.55 -0.89 1.01 -0.22
C 2.636 -4.310 -3.344 0.41 -0.81 0.24 -0.79
H 3.081 -8.611 0.583 -0.04 0.49 0.16 0.33
H 3.004 -9.968 -0.437 -0.16 -0.28 -0.53 0.31
H 1.529 -9.427 0.395 -0.06 0.12 -0.27 0.24
H 3.693 -8.612 -2.420 -0.11 -0.23 -0.33 0.40
H 3.946 -7.329 -1.302 -0.09 0.30 0.28 0.31
H 1.888 -6.887 -3.563 -0.29 -0.48 0.20 0.34
H 3.575 -6.649 -3.831 0.50 -0.45 0.02 0.40
H 2.195 -3.477 -2.795 0.30 0.03 -0.10 -0.03
H 1.984 -4.540 -4.186 -0.05 -0.03 -0.21 0.39
H 3.662 -4.135 -3.668 -0.12 0.73 -0.51 0.51
C -3.718 5.295 0.868 0.65 -0.49 1.73 -0.95
O -2.340 5.126 0.452 -2.47 0.51 -2.74 0.36
C -2.226 5.593 -0.921 1.21 -0.05 -0.36 -1.00
C -0.935 5.052 -1.553 -0.45 -0.76 0.85 -0.45
O 0.095 5.126 -0.558 1.02 0.27 -2.08 0.50
C 1.337 4.608 -1.055 1.14 -0.99 -0.08 -0.72
H -4.119 6.308 0.834 0.55 0.31 -0.40 0.29
H -3.625 5.032 1.922 -0.60 -0.11 0.05 0.19
H -4.443 4.641 0.385 0.49 -0.24 -0.28 0.29
H -2.215 6.682 -0.872 -0.05 0.08 -0.16 0.22
H -3.009 5.268 -1.606 -0.47 -0.12 0.52 0.58
H -0.691 5.544 -2.494 0.17 0.47 0.20 0.57
H -1.024 3.993 -1.794 -0.36 -0.17 -0.03 0.11
H 1.347 3.522 -1.138 -0.61 -0.20 0.25 -0.13
H 2.181 4.804 -0.393 -0.46 0.47 0.30 0.26
H 1.619 4.930 -2.058 -0.50 0.73 -0.02 0.40
C 0.089 7.924 0.178 0.59 0.46 0.58 -1.09
O -0.516 7.051 1.158 -0.26 1.24 -0.96 0.56
C -0.870 7.713 2.364 1.27 1.58 -0.08 -0.82
C -1.588 6.832 3.328 -0.07 -0.30 -0.32 -0.83
O -1.209 5.473 2.988 -1.87 2.45 0.94 0.92
C -1.592 4.587 3.982 -0.57 -1.27 1.65 -1.30
H 0.873 7.435 -0.401 -0.40 -0.47 0.19 0.16
H 0.615 8.719 0.706 -0.15 0.14 0.09 0.51
H -0.639 8.375 -0.496 -0.23 -0.15 0.14 0.30
H -1.446 8.614 2.154 -0.24 -0.01 -0.14 0.44
H 0.069 8.062 2.793 0.13 -0.06 0.19 0.58
H -2.656 7.052 3.323 -0.43 -0.90 -0.60 0.39
H -1.354 7.150 4.343 0.73 -0.60 0.17 0.42
H -1.622 3.564 3.607 0.90 0.10 0.09 0.09
H -2.618 4.697 4.332 -0.25 0.69 -0.11 0.54
H -0.935 4.795 4.827 0.03 -0.79 0.18 0.50
C -0.795 -4.710 -1.589 1.53 -0.47 -0.13 -0.04
O -2.021 -5.047 -2.144 -1.09 0.45 -0.75 -0.34
C -2.199 -4.446 -3.442 -0.10 -0.16 0.17 0.02
C -3.651 -4.606 -3.942 0.02 -0.11 0.42 -0.63
O -4.165 -5.925 -3.856 -0.65 0.34 0.92 -0.43
C -4.758 -6.212 -2.574 0.83 -0.88 -0.19 -0.58
H -0.511 -5.445 -0.836 -0.36 0.10 0.22 0.36
H -0.679 -3.696 -1.208 -0.58 0.19 0.19 -0.18
H -0.005 -4.797 -2.336 0.20 -0.05 -0.29 0.01
H -1.463 -4.855 -4.134 -0.02 -0.57 -0.16 0.51
H -1.905 -3.398 -3.388 -0.37 0.40 0.08 0.04
H -3.803 -4.339 -4.988 0.67 0.22 -0.10 0.40
H -4.299 -3.926 -3.388 -0.06 0.13 0.30 0.14
H -5.143 -7.228 -2.668 0.16 -0.05 0.12 0.30
H -5.590 -5.614 -2.203 -0.14 0.68 -0.76 0.22
H -3.984 -6.156 -1.809 -0.03 -0.23 0.05 0.24
```
Positions in Å, forces in eV/Å.


Record 2
Below is a molecular structure, C20H25N3O4S in a non-equilibrium geometry, with properties calculated with ωB97M-V/def2-TZVPD.

energy: -44620.9029 eV
LUMO: 0.010 Ha
Kohn-Sham gap: 7.94 eV
HOMO level: -7.662 eV
charge: 0

```
53
Properties=species:S:1:pos:R:3:forces:R:3:nbo_charge:R:1
C 7.933 2.230 0.261 2.69 4.11 -6.25 -0.23
H 8.020 2.072 1.258 -0.11 -0.41 3.09 0.17
O 7.646 1.162 -0.538 -4.08 -3.68 -0.02 -0.51
C 6.277 0.561 -0.325 3.28 -0.90 -3.07 0.20
C 5.310 0.975 0.407 -3.16 7.22 7.40 -0.21
C 3.972 0.501 0.743 -0.29 0.64 0.93 -0.30
C 3.573 -0.682 0.146 5.53 2.32 -5.09 0.20
C 4.603 -1.101 -0.989 1.18 11.43 9.77 -0.19
C 5.818 -0.530 -1.102 3.11 -1.44 -0.96 -0.21
H 6.644 -1.042 -1.672 -1.26 0.50 -0.06 0.22
H 4.345 -1.829 -1.389 -3.58 -11.84 -7.06 0.15
N 2.322 -1.059 0.038 2.29 -4.01 -1.68 -0.49
C 1.541 -0.881 1.059 -2.75 9.05 6.75 -0.19
H 2.070 -0.602 2.166 -1.22 -1.72 -2.95 0.25
C 0.330 -1.677 1.116 2.91 -4.74 11.52 -0.22
N -0.507 -1.575 0.147 7.02 -2.74 -6.96 -0.45
C -1.692 -1.346 0.176 -10.29 4.93 1.69 0.71
O -2.358 -1.242 1.274 1.32 -1.05 -3.30 -0.69
C -2.369 -0.676 -1.212 -8.68 -5.62 8.76 -0.24
N -3.370 0.387 -0.752 3.08 -4.81 -3.23 -0.73
C -4.741 0.171 -0.641 -0.49 -0.79 3.30 0.15
C -5.345 -0.939 0.041 11.11 -0.13 -4.59 -0.19
C -6.585 -1.022 0.217 -8.04 -4.52 3.39 -0.26
C -7.476 0.009 0.194 0.83 4.55 -4.47 -0.17
C -6.885 1.338 -0.641 0.50 -6.16 5.46 -0.17
C -5.452 1.302 -0.698 -10.19 -8.72 2.58 -0.20
H -5.105 2.029 -1.025 6.00 11.93 -5.14 0.18
H -7.486 2.192 -0.543 -0.49 1.22 -0.54 0.21
H -8.546 -0.164 0.350 0.48 0.39 0.03 0.22
H -6.946 -2.120 0.569 0.47 2.72 -0.60 0.21
H -4.576 -1.777 -0.011 -1.65 0.52 1.02 0.22
S -2.573 1.614 -0.282 5.93 -8.04 11.82 2.42
O -1.108 1.367 -0.193 -2.59 -0.38 -0.99 -0.96
O -2.976 2.727 -0.812 -4.17 12.21 -6.33 -0.95
C -3.119 1.615 1.570 -2.23 13.38 -7.44 -0.79
H -2.917 0.887 2.007 3.14 -12.02 6.35 0.18
H -2.428 2.404 1.904 -0.13 -0.09 0.14 0.21
H -4.123 2.012 1.851 0.51 -0.48 -0.94 0.22
H -1.806 -0.415 -1.914 4.65 2.14 -5.86 0.18
H -3.187 -1.491 -1.423 2.09 1.06 -0.72 0.22
C 0.440 -1.441 -1.020 -10.55 4.29 -6.00 -0.28
H 0.245 -0.227 -1.207 1.42 -3.04 -0.02 0.28
C 1.693 -1.899 -0.922 8.13 -2.92 -1.58 -0.26
H 1.727 -3.080 -0.731 0.27 2.31 -0.42 0.21
H 2.248 -1.626 -1.945 -1.26 -1.09 1.96 0.26
H 0.078 -1.999 -2.016 -0.27 1.23 2.21 0.23
H -0.235 -1.517 2.119 1.09 0.10 -1.61 0.28
H 0.823 -2.836 1.408 -1.67 2.37 -1.24 0.16
H 1.152 0.402 0.866 0.23 -2.81 0.98 0.14
H 3.193 1.131 1.405 2.38 -1.44 -1.55 0.24
H 5.539 2.087 1.084 -0.58 -3.33 -2.04 0.19
H 7.273 3.130 -0.131 1.20 -1.37 1.59 0.17
H 9.091 2.492 -0.242 -3.10 -0.33 1.98 0.18
```
Positions in Å, forces in eV/Å.


> Which of these has the lowest HOMO level?

C38H86BMgN3O31